{"formula": "C44H72BBrCl2N4OP2SbZr", "method": "wB97M-V/def2-TZVPD", "total_charge": 1, "max_force_ev_per_a": 3.82, "spin_multiplicity": 1, "energy_ev": -176959.134, "relative_energy_kj_mol": 273.18, "gap_ev": 6.19, "homo_energy_ev": -9.24, "species": ["Zr", "C", "C", "C", "C", "P", "C", "N", "B", "N", "C", "P", "C", "C", "C", "C", "C", "C", "C", "C", "C", "C", "C", "C", "C", "C", "C", "C", "C", "C", "H", "H", "H", "H", "H", "H", "H", "H", "H", "H", "H", "H", "H", "H", "H", "H", "H", "H", "H", "H", "H", "H", "H", "H", "H", "H", "H", "H", "H", "H", "H", "H", "H", "H", "H", "H", "H", "H", "H", "H", "H", "H", "H", "H", "O", "C", "C", "C", "N", "C", "Br", "C", "H", "H", "H", "H", "C", "C", "C", "Sb", "C", "C", "C", "C", "C", "C", "H", "H", "H", "H", "H", "H", "H", "H", "H", "H", "H", "H", "H", "H", "H", "H", "H", "H", "H", "H", "H", "Cl", "C", "C", "C", "C", "C", "Cl", "C", "N", "H", "H", "H"], "xyz": [[-0.29579, 0.33305, 0.65218], [1.16981, -0.34725, 4.02538], [-0.22789, -0.45545, 4.64978], [-0.22089, -1.70105, 5.53888], [-0.46189, 0.80205, 5.49378], [-1.46869, -0.49365, 3.18118], [-1.32599, -2.30325, 2.66358], [-0.07299, -2.53575, 1.98368], [0.58731, -1.69935, 0.99338], [1.81111, -2.39085, 0.72528], [2.87421, -2.03835, -0.19242], [2.88621, -0.20155, -0.60592], [3.98991, 0.54305, 0.80468], [3.19341, 1.80075, 1.17128], [4.03751, -0.40185, 2.00668], [5.42311, 0.95875, 0.48368], [3.90731, -0.25595, -2.21742], [3.10991, -1.11575, -3.20412], [5.33121, -0.81015, -2.15652], [3.88971, 1.18125, -2.74302], [1.87191, -3.56225, 1.46238], [2.84921, -4.54045, 1.54298], [2.64691, -5.60655, 2.40208], [1.49111, -5.70245, 3.16448], [0.50571, -4.73135, 3.09338], [0.70331, -3.65405, 2.24578], [-3.26249, -0.41465, 3.89148], [-4.20779, -1.03325, 2.85778], [-3.59569, 1.07885, 3.99918], [-3.52319, -1.10645, 5.22478], [1.90501, -0.21345, 4.81858], [1.25561, 0.50875, 3.35008], [1.42321, -1.26755, 3.50328], [0.42971, -1.51425, 6.39108], [0.18661, -2.56295, 5.01588], [-1.20099, -1.95515, 5.92448], [0.39201, 0.95735, 6.15268], [-1.34459, 0.70845, 6.12018], [-0.55779, 1.69055, 4.86918], [-2.17799, -2.51855, 2.00038], [-1.41689, -2.95755, 3.53638], [2.72801, -2.55915, -1.14522], [3.83691, -2.35405, 0.21888], [2.16531, 1.50875, 1.41818], [3.16021, 2.48225, 0.32128], [3.63601, 2.32665, 2.01698], [3.07781, -0.88035, 2.17818], [4.30881, 0.15135, 2.90428], [4.78931, -1.17375, 1.86678], [5.47281, 1.63285, -0.36502], [6.05851, 0.09825, 0.30048], [5.82861, 1.48925, 1.34598], [3.41141, -0.85935, -4.21682], [2.03921, -0.92705, -3.10572], [3.30451, -2.17755, -3.07282], [5.40111, -1.65865, -1.48052], [6.05181, -0.05625, -1.86072], [5.61711, -1.15575, -3.14942], [2.85761, 1.50535, -2.86902], [4.39751, 1.24295, -3.70412], [4.37961, 1.87215, -2.06222], [3.74951, -4.48435, 0.95228], [3.40031, -6.37465, 2.47768], [1.35721, -6.54545, 3.82548], [-0.39219, -4.84235, 3.68468], [-4.05389, -0.60585, 1.87138], [-5.23999, -0.83115, 3.13798], [-4.09809, -2.11265, 2.80458], [-3.01429, 1.56575, 4.77528], [-4.64899, 1.21575, 4.23878], [-3.39629, 1.59135, 3.05708], [-3.30939, -2.17075, 5.16368], [-4.57799, -1.00275, 5.47838], [-2.95409, -0.66285, 6.03438], [-6.41139, 2.70615, -0.14032], [-5.13699, 2.39005, 0.06088], [-4.18719, 3.26815, 0.59488], [-2.90559, 2.82075, 0.82728], [-2.48759, 1.57725, 0.54398], [-3.38759, 0.78835, -0.03832], [-2.71829, -0.92675, -0.54822], [-4.70319, 1.10185, -0.27992], [-6.59399, 3.63385, 0.06238], [-4.45069, 4.28665, 0.83318], [-2.17199, 3.48995, 1.25368], [-5.38479, 0.40015, -0.72952], [1.33341, 0.45805, -5.72172], [-0.11379, 0.84585, -5.49362], [-0.96309, 0.36095, -6.65342], [-0.78199, 0.32085, -3.41502], [-1.51469, -1.81735, -3.60942], [-1.73169, -2.38325, -4.99612], [-0.54039, -2.67805, -2.81832], [-2.69659, 1.42105, -3.84162], [-3.97619, 0.58745, -3.78612], [-2.74739, 2.65215, -2.94532], [1.65621, 0.78155, -6.71122], [1.46081, -0.62125, -5.66352], [1.97481, 0.93135, -4.98412], [-0.16859, 1.93835, -5.44392], [-0.68729, -0.65085, -6.93462], [-0.78869, 1.00295, -7.51712], [-2.02809, 0.38115, -6.44002], [-2.48019, -1.85135, -3.10132], [-0.81249, -2.37125, -5.57332], [-2.49479, -1.82285, -5.52812], [-2.07159, -3.41775, -4.91752], [0.40391, -2.76405, -3.35132], [-0.94659, -3.68145, -2.68252], [-0.33469, -2.24605, -1.82972], [-2.56489, 1.77495, -4.86312], [-4.33039, 0.36205, -4.79032], [-4.76979, 1.13325, -3.27532], [-3.84649, -0.36385, -3.27392], [-3.72309, 3.13565, -3.00452], [-2.00509, 3.38005, -3.26462], [-2.54449, 2.41215, -1.90182], [0.69401, 3.25965, -3.05272], [0.66881, 3.90005, -1.44772], [0.95151, 5.21905, -1.19902], [0.93241, 5.72465, 0.09988], [0.62161, 4.87855, 1.15078], [0.33411, 3.56105, 0.88368], [-0.07649, 2.47485, 2.21788], [0.34421, 2.95805, -0.41512], [0.09261, 1.69965, -0.64372], [1.19641, 5.86605, -2.02412], [1.15691, 6.75925, 0.29168], [0.60371, 5.23235, 2.16968]], "forces_ev_per_a": [[-1.9371, 3.0982, -1.1297], [-0.1362, -0.1375, -0.0114], [0.0727, 0.2474, -0.3499], [-0.1713, 0.0671, -0.1815], [-0.1401, -0.1157, -0.1463], [-0.0337, -1.5559, 1.1960], [-0.4480, 0.2427, -0.0697], [-0.1738, -0.0836, 0.0334], [0.6903, -1.6903, 0.1883], [0.1151, -0.0537, -0.1680], [0.2132, 0.2999, -0.3863], [1.0089, -0.8781, 0.4211], [-0.3012, 0.0232, -0.1602], [0.1097, -0.2618, -0.1265], [-0.1490, 0.0408, -0.1985], [-0.2004, -0.0766, -0.0758], [-0.3349, 0.1561, 0.1259], [-0.0859, 0.0388, 0.1769], [-0.1357, 0.1069, 0.1102], [-0.1020, -0.0944, 0.1162], [-0.2895, 0.0065, 0.3163], [0.1033, 0.0313, -0.1010], [0.0721, -0.0174, -0.0038], [-0.0428, -0.0403, 0.0872], [-0.1059, -0.0722, 0.1030], [0.3235, -0.0635, -0.1570], [0.1471, 0.4569, -0.5284], [0.1731, 0.0101, -0.0473], [0.1274, -0.0130, -0.0591], [0.3308, 0.0185, -0.1096], [0.0738, 0.0751, 0.0945], [0.1202, -0.0887, 0.0250], [0.0802, 0.0937, -0.0943], [0.0959, 0.0716, 0.1047], [0.0118, -0.0943, -0.0744], [-0.0920, -0.0540, 0.0816], [0.0722, -0.0324, 0.0433], [-0.1074, 0.0961, 0.0373], [-0.0450, 0.0971, 0.0391], [0.2085, -0.0162, 0.2021], [-0.0135, 0.1622, -0.1082], [0.0728, -0.0282, 0.1518], [-0.0750, -0.0004, -0.0478], [0.1852, 0.2156, 0.0616], [-0.1668, 0.1181, -0.0215], [0.0097, 0.0152, 0.1621], [-0.0144, -0.0598, 0.1272], [0.0542, 0.1343, 0.1147], [0.0460, -0.1624, -0.0180], [0.1079, 0.0684, -0.0985], [0.0827, -0.0493, -0.0525], [0.0338, 0.0465, 0.1064], [0.0268, 0.0333, -0.1311], [-0.0796, -0.0622, -0.1024], [-0.0471, -0.1161, 0.0583], [0.1111, -0.1443, 0.0714], [0.0791, 0.0167, 0.0961], [0.0259, -0.0302, -0.1109], [-0.0432, 0.1314, -0.0626], [0.0683, -0.0157, -0.1389], [0.0533, 0.1221, 0.0525], [0.0960, 0.0176, -0.1022], [0.0713, -0.0846, 0.0015], [-0.0265, -0.0677, 0.0310], [-0.0778, 0.0511, 0.0260], [-0.0329, -0.0687, -0.0498], [-0.0999, 0.0892, 0.1243], [0.0085, -0.1173, -0.0739], [0.0856, 0.1052, 0.1188], [-0.1344, -0.0480, 0.0540], [-0.0512, 0.0156, 0.0135], [0.0539, -0.1218, 0.0943], [-0.1096, 0.0572, -0.0722], [0.0734, -0.0420, 0.1317], [-0.2449, -0.0106, -0.1582], [0.8099, -0.0864, 0.1768], [-0.1784, -0.1990, -0.1275], [0.0768, 0.0351, -0.0457], [-0.3957, -0.7258, -0.2040], [-0.2384, 0.3025, 0.1580], [0.1628, 0.2666, 0.2887], [-0.1430, 0.1271, -0.0536], [0.0805, -0.0942, 0.0201], [-0.0039, 0.1206, 0.0692], [-0.0626, -0.0225, -0.0006], [-0.0609, -0.1094, -0.0780], [-0.0448, 0.1821, 0.0794], [-0.0132, -0.2399, 0.5556], [-0.1245, 0.1361, 0.0896], [-0.8343, -0.7107, -1.4871], [0.1623, 0.6026, -0.0409], [-0.1189, 0.0578, 0.1192], [-0.1550, 0.2007, 0.1216], [0.4131, -0.1424, 0.1764], [0.1505, -0.0988, 0.0129], [0.0630, 0.0323, -0.0312], [0.1077, 0.0159, -0.1359], [0.0887, -0.1240, -0.0079], [0.2254, -0.0307, 0.0736], [-0.1104, 0.0127, 0.0708], [-0.0450, -0.1097, -0.0447], [0.0113, 0.0119, -0.1528], [-0.1792, -0.0219, -0.0352], [-0.0237, 0.1641, 0.0357], [0.1022, -0.0424, -0.1620], [-0.0298, 0.0265, -0.1988], [0.0011, -0.1451, -0.0884], [0.2066, -0.0575, 0.0218], [0.0642, -0.1546, 0.0507], [0.1172, -0.1545, -0.0171], [0.0734, -0.0397, -0.0297], [-0.0561, -0.1102, -0.0403], [-0.1335, 0.0663, 0.0057], [-0.1133, -0.0941, 0.0713], [-0.1757, 0.0774, -0.0076], [0.0527, 0.0766, 0.1191], [0.0069, 0.0739, 0.0831], [0.2330, 0.3684, -0.2191], [-0.2005, -0.5106, 0.5569], [0.0349, 0.1857, 0.0916], [-0.0459, -0.1703, -0.0225], [-0.0100, 0.0683, 0.1056], [0.1879, 0.0934, -0.9348], [0.2690, 0.1464, 0.0846], [0.1257, 2.2751, 0.1133], [0.3137, -1.8890, 1.2966], [0.0361, 0.1073, -0.1599], [0.0563, 0.1413, -0.0142], [0.0174, 0.0997, 0.1200]], "mulliken_charge": [-2.11, -2.28, 2.57, -1.88, -1.81, 1.39, -1.56, 0.20, 2.83, 0.40, -2.35, 0.95, 2.30, -2.14, -1.80, -2.08, 2.61, -2.50, -1.89, -1.63, 0.73, -0.90, -0.90, -0.94, -0.77, 0.63, 2.37, -1.70, -1.68, -2.01, 0.77, 0.41, 0.04, 0.51, 0.39, 0.27, 0.57, 0.33, 0.16, 0.20, 0.20, 0.75, 0.35, 0.33, 0.47, 0.67, 0.07, 0.53, 0.45, 0.35, 0.40, 0.50, 0.89, 0.14, 0.34, 0.18, 0.40, 0.54, -0.08, 0.60, 0.23, 0.48, 0.43, 0.42, 0.52, 0.19, 0.60, 0.33, 0.35, 0.55, 0.14, 0.35, 0.50, 0.38, -0.54, 0.38, -0.85, -1.35, 1.94, -0.72, 0.04, -0.60, 0.36, 0.50, 0.45, 0.67, -1.14, 0.39, -1.65, -0.57, 0.72, -1.81, -1.56, 0.13, -1.52, -1.25, 0.52, 0.26, 0.03, 0.48, 0.36, 0.43, 0.29, 0.17, 0.27, 0.35, 0.42, 0.33, 0.53, 0.16, 0.93, 0.33, 0.47, 0.14, 0.54, 0.43, 0.00, -0.12, 0.40, -0.41, -0.89, -0.70, -0.13, -0.08, -0.75, 1.52, 0.51, 0.41, 0.52]}